1.
{"formula": "C2HN5", "method": "the ωB97M-V functional and the def2-TZVPD basis", "species": ["N", "C", "N", "N", "H", "N", "N", "C"], "xyz": [[0.27, -0.47, -0.82], [-0.21, 0.17, 0.29], [1.59, -0.39, -0.81], [-2.67, 0.30, 1.13], [-0.11, -0.97, -1.55], [1.90, 0.41, 0.11], [0.82, 0.73, 0.92], [-1.60, 0.21, 0.73]], "lumo_ev": -0.2, "e_homo_ha": -0.421, "multiplicity": 1, "molar_mass_g_mol": 95.1, "smiles": "N#Cc1nnn[nH]1"}


2.
{"formula": "C2HN5", "method": "the ωB97M-V functional and the def2-TZVPD basis", "species": ["N", "N", "C", "C", "H", "N", "N", "N"], "xyz": [[0.37, -1.37, 0.09], [0.57, 0.79, 0.00], [-0.34, -0.20, 0.07], [-1.68, -0.19, -0.06], [0.47, 1.72, 0.37], [1.57, -0.93, -0.15], [-2.80, -0.17, -0.16], [1.84, 0.34, -0.17]], "lumo_ev": -0.7, "e_homo_ha": -0.401, "multiplicity": 1, "molar_mass_g_mol": 95.1, "smiles": "N#Cc1nnn[nH]1"}


1 ends up most stable, edging out the next structure by 0.745 eV.


1.
{"formula": "C8H6N2O", "method": "the ωB97M-V functional and the def2-TZVPD basis", "species": ["C", "N", "H", "C", "C", "H", "H", "C", "C", "N", "H", "O", "C", "H", "H", "C", "C"], "xyz": [[-1.47, 1.03, 0.80], [-2.10, 1.00, 1.76], [2.07, -0.70, 1.50], [-0.96, -0.57, -1.05], [-0.38, -1.69, -0.60], [1.08, -2.71, 0.85], [-1.70, -0.77, -1.81], [0.65, -1.77, 0.41], [-0.65, 0.72, -0.39], [-1.01, 2.53, -2.18], [-0.60, -2.70, -1.12], [1.28, 1.78, 1.04], [-0.83, 1.71, -1.39], [1.60, 0.58, -0.70], [0.72, 1.60, 1.78], [1.32, -0.69, 0.83], [0.98, 0.69, 0.29]], "lumo_ev": -0.4, "e_homo_ha": -0.353, "multiplicity": 1, "molar_mass_g_mol": 146.1, "smiles": "N#CC1(C#N)C=CC=C[C@@H]1O"}


2.
{"formula": "C8H6N2O", "method": "the ωB97M-V functional and the def2-TZVPD basis", "species": ["H", "H", "C", "C", "C", "C", "O", "N", "H", "H", "C", "H", "C", "N", "H", "C", "C"], "xyz": [[-1.63, 0.68, 0.60], [0.68, -0.82, 4.01], [-0.74, -0.09, 2.43], [-0.94, 0.25, -3.15], [0.26, 0.68, -3.28], [0.47, -0.59, 2.80], [-1.14, -0.07, -1.78], [0.88, 0.67, -2.09], [2.59, -1.12, 2.50], [-1.49, 0.13, 3.22], [1.52, -0.79, 1.87], [-1.84, 0.07, -3.69], [0.16, -0.10, 0.22], [1.39, -0.47, 0.68], [0.72, 1.21, -4.16], [-0.89, 0.14, 1.09], [-0.02, 0.21, -1.27]], "lumo_ev": 0.6, "e_homo_ha": -0.334, "multiplicity": 1, "molar_mass_g_mol": 146.1, "smiles": "c1ccc(-c2ncco2)nc1"}


2 ends up most stable, edging out the next structure by 0.974 eV.


1.
{"formula": "CH8N2O", "method": "the ωB97M-V functional and the def2-TZVPD basis", "species": ["H", "H", "H", "H", "C", "H", "H", "H", "H", "N", "O", "N"], "xyz": [[1.00, 0.59, -1.64], [0.58, 1.46, 3.02], [-0.91, -1.55, -0.19], [-0.63, 0.58, 2.29], [0.26, -1.18, -1.16], [-0.70, 2.35, 2.27], [-0.27, 0.39, -2.24], [1.12, -1.19, -0.45], [0.83, -1.46, -2.08], [-0.30, 1.48, 2.55], [-1.01, -1.85, -1.13], [0.05, 0.39, -1.25]], "lumo_ev": 0.7, "e_homo_ha": -0.339, "multiplicity": 1, "molar_mass_g_mol": 64.1, "smiles": "NCO.N"}


2.
{"formula": "CH8N2O", "method": "the ωB97M-V functional and the def2-TZVPD basis", "species": ["H", "H", "O", "N", "N", "H", "H", "H", "C", "H", "H", "H"], "xyz": [[1.44, -0.17, 0.57], [1.48, 0.05, -1.00], [-1.07, 2.45, 0.74], [-0.15, -2.07, -0.22], [0.93, 0.13, -0.21], [0.58, -2.48, -0.79], [-0.96, -0.35, 0.29], [-1.48, 3.27, 1.04], [-0.30, -0.68, -0.49], [-0.13, 2.49, 0.91], [0.28, -2.26, 0.68], [-0.62, -0.38, -1.52]], "lumo_ev": 1.0, "e_homo_ha": -0.328, "multiplicity": 1, "molar_mass_g_mol": 64.1, "smiles": "NCN.O"}


3.
{"formula": "CH8N2O", "method": "the ωB97M-V functional and the def2-TZVPD basis", "species": ["H", "O", "H", "H", "H", "H", "H", "N", "H", "N", "C", "H"], "xyz": [[1.41, -1.13, -0.39], [-0.70, 0.99, -0.92], [3.01, -0.71, -0.61], [-1.34, -1.61, -0.90], [-0.48, -0.14, 0.57], [1.93, 0.46, -0.56], [0.26, 1.40, 1.78], [2.03, -0.52, -0.82], [-0.48, 1.18, 2.01], [-2.02, -0.98, -0.50], [-1.46, 0.24, -0.19], [-2.17, 0.82, 0.53]], "lumo_ev": -2.7, "e_homo_ha": -0.362, "multiplicity": 1, "molar_mass_g_mol": 64.1}


2 ends up most stable, edging out the next structure by 1.786 eV.


1.
{"formula": "C7H14O", "method": "the ωB97M-V functional and the def2-TZVPD basis", "species": ["H", "H", "H", "H", "C", "H", "H", "H", "H", "O", "H", "C", "H", "C", "C", "H", "C", "H", "C", "H", "C", "H"], "xyz": [[0.46, 3.38, -1.34], [0.71, -2.04, 0.75], [-1.00, 3.21, -1.57], [2.87, -1.00, 0.23], [2.56, -0.89, -1.78], [3.50, -0.31, -2.11], [2.88, 0.63, -0.33], [-1.89, 0.41, 0.17], [0.60, 0.87, 0.16], [-0.22, 3.55, -1.95], [2.62, -1.97, -1.68], [0.94, -0.11, 0.06], [1.77, -0.84, -2.37], [-2.07, -0.34, 0.98], [-3.37, -0.07, 1.57], [-0.92, -1.67, 2.35], [2.35, -0.32, -0.43], [-3.23, -0.41, 2.69], [-1.01, -1.04, 1.42], [-3.81, 0.86, 1.37], [0.35, -1.09, 0.78], [-4.08, -0.81, 1.02]], "lumo_ev": [-4.6, -8.1], "e_homo_ha": [-0.534, -0.534], "charge": 1, "s2": 0.771, "multiplicity": 2, "molar_mass_g_mol": 114.2}


2.
{"formula": "C7H14O", "method": "the ωB97M-V functional and the def2-TZVPD basis", "species": ["C", "H", "H", "C", "H", "H", "H", "H", "H", "C", "H", "H", "H", "C", "C", "H", "O", "H", "H", "C", "C", "H"], "xyz": [[-1.92, 0.94, -0.67], [-1.02, -0.87, -2.29], [-0.58, 1.73, -2.15], [0.52, -1.28, -0.84], [0.56, -0.26, -2.73], [0.52, 0.91, 2.87], [-1.61, -0.60, 0.57], [2.00, 0.19, -0.04], [-2.61, 0.35, -1.22], [1.39, 0.32, 2.54], [1.87, -0.08, 3.44], [-0.18, -1.96, -0.35], [-2.33, 1.91, -0.45], [1.19, -0.50, 0.20], [-0.14, -0.37, -1.90], [2.11, 1.01, 2.10], [-1.82, 0.34, 0.65], [0.14, 1.35, -0.62], [0.35, -1.48, 1.97], [0.90, -0.63, 1.57], [-0.57, 0.98, -1.36], [1.22, -2.01, -1.29]], "lumo_ev": [-4.5, -8.1], "e_homo_ha": [-0.531, -0.526], "charge": 1, "s2": 0.753, "multiplicity": 2, "molar_mass_g_mol": 114.2}


2 ends up most stable, edging out the next structure by 1.674 eV.


1.
{"formula": "C9H20BrN", "method": "the ωB97M-V functional and the def2-TZVPD basis", "species": ["H", "Br", "H", "H", "H", "H", "C", "C", "H", "C", "H", "H", "C", "C", "H", "H", "C", "H", "C", "H", "N", "H", "H", "H", "H", "C", "H", "H", "H", "C", "H"], "xyz": [[-2.32, -0.33, 1.08], [0.48, 2.43, -1.44], [-1.77, 1.31, -2.35], [-3.83, -0.03, -0.92], [0.91, -1.34, 2.80], [3.64, 0.78, 0.15], [1.81, 0.59, 1.21], [-1.84, -0.27, 0.10], [2.54, 0.16, 1.89], [-2.41, 0.43, -2.29], [-3.13, 0.73, -3.04], [-0.07, 1.02, -0.50], [2.58, 0.61, -0.06], [0.05, -0.87, 2.34], [-0.72, 1.24, 1.14], [-0.62, -1.68, 2.05], [-2.86, 0.45, -0.81], [1.77, -0.48, -1.79], [1.23, -1.44, 0.05], [0.42, -2.05, -0.34], [0.62, -0.34, 1.02], [-0.19, -0.05, 3.02], [-1.82, -0.45, -2.57], [1.48, 1.60, 1.44], [1.73, -2.05, 0.80], [-0.50, 0.50, 0.36], [-1.80, -1.34, -0.11], [-2.98, 1.48, -0.48], [3.08, -1.31, -1.21], [2.25, -0.71, -0.83], [2.26, 1.43, -0.70]], "lumo_ev": 0.3, "e_homo_ha": -0.261, "multiplicity": 1, "molar_mass_g_mol": 222.2}


2.
{"formula": "C9H20BrN", "method": "the ωB97M-V functional and the def2-TZVPD basis", "species": ["H", "H", "C", "H", "H", "H", "N", "C", "H", "H", "H", "C", "H", "C", "Br", "H", "C", "H", "C", "H", "H", "H", "H", "H", "H", "H", "C", "H", "C", "C", "H"], "xyz": [[8.92, 18.32, -16.58], [7.63, 16.01, -19.03], [5.55, 14.23, -12.92], [7.33, 15.00, -12.95], [6.02, 14.66, -15.78], [4.30, 16.47, -16.61], [7.31, 16.76, -16.93], [8.64, 17.57, -17.32], [4.34, 17.55, -17.97], [6.40, 18.56, -17.41], [5.75, 13.74, -11.97], [5.55, 15.76, -18.29], [4.78, 13.68, -13.46], [7.05, 15.77, -18.13], [3.80, 12.08, -15.72], [5.40, 16.07, -19.32], [6.76, 14.49, -13.74], [8.65, 18.09, -18.28], [7.50, 16.07, -15.50], [9.41, 16.81, -17.45], [5.08, 14.81, -18.05], [7.83, 16.78, -14.75], [5.04, 15.15, -12.63], [5.93, 17.98, -15.82], [5.55, 15.93, -14.87], [7.36, 14.76, -17.86], [6.41, 15.27, -14.96], [8.36, 15.44, -15.73], [4.95, 16.85, -17.40], [6.10, 17.67, -16.85], [7.40, 13.67, -14.07]], "lumo_ev": -0.4, "e_homo_ha": -0.227, "multiplicity": 1, "molar_mass_g_mol": 222.2}


2 ends up most stable, edging out the next structure by 0.081 eV.


1.
{"formula": "C3H8P2", "method": "the ωB97M-V functional and the def2-TZVPD basis", "species": ["H", "C", "H", "C", "H", "P", "H", "H", "H", "H", "H", "C", "P"], "xyz": [[1.69, -0.83, 1.22], [2.83, 1.69, 0.10], [-2.63, 0.17, -1.02], [-3.15, -1.56, -0.09], [2.35, 2.52, 0.46], [1.75, 0.77, -1.06], [3.04, 0.99, 0.89], [3.69, 1.95, -0.47], [-1.41, -0.29, 0.24], [-4.14, -1.56, -0.62], [-3.06, -2.29, 0.77], [-2.33, -0.54, -0.28], [1.38, -1.02, -0.14]], "lumo_ev": [1.1, -2.6], "e_homo_ha": [-0.258, -0.346], "s2": 2.006, "multiplicity": 3, "molar_mass_g_mol": 106.0}


2.
{"formula": "C3H8P2", "method": "the ωB97M-V functional and the def2-TZVPD basis", "species": ["H", "H", "C", "P", "H", "H", "P", "H", "C", "H", "H", "C", "H"], "xyz": [[-0.87, -2.59, -0.54], [0.94, -0.09, 1.58], [1.14, 0.11, 0.53], [-1.39, -1.41, 0.09], [-0.88, -1.30, 1.34], [-0.57, 2.04, -1.04], [2.59, -0.08, -0.19], [-0.95, 1.56, 0.55], [-0.98, 1.31, -0.44], [-2.09, 1.26, -0.66], [3.40, -0.34, 0.99], [-0.38, -0.09, -0.59], [0.03, -0.37, -1.60]], "lumo_ev": [1.0, -2.6], "e_homo_ha": [-0.237, -0.324], "s2": 2.009, "multiplicity": 3, "molar_mass_g_mol": 106.0}


1 ends up most stable, edging out the next structure by 2.122 eV.